Entry 1:
ORCA calculation (wB97M-V/def2-TZVPD) on C27H72HgO27S9 as an isolated structure.

Structure (ORCA input):
```
! RIJCOSX wB97M-V def2-TZVPD def2/J DEFGRID3
* xyz 2 1
Hg -0.23518 0.07304 0.27801
O 1.01437 -1.92349 -0.60885
S 1.60964 -3.08408 -1.20914
O 1.40169 -3.38873 -2.59675
O 3.19019 -3.09765 -0.88875
C 4.12274 -3.04146 -1.98583
C 5.23218 -2.05131 -1.63490
C 1.13081 -4.51868 -0.27065
H 3.66409 -2.74313 -2.92792
H 4.53465 -4.03788 -2.15873
H 5.61060 -2.25741 -0.63659
H 4.80769 -1.04719 -1.67290
H 6.01264 -2.11169 -2.39167
H 0.10196 -4.69289 -0.59995
H 1.15289 -4.46163 0.81090
H 1.70017 -5.34573 -0.69225
O 1.86620 1.18528 -0.17827
S 2.91544 1.99419 -0.73091
O 4.11955 1.33529 -1.16449
O 2.31565 2.84381 -1.94466
C 3.19375 3.64365 -2.73993
C 2.36446 4.39413 -3.76049
C 3.36289 3.28401 0.45485
H 3.93388 3.00994 -3.23562
H 3.80239 4.34322 -2.15825
H 2.03793 3.74274 -4.56694
H 2.94077 5.22335 -4.17040
H 1.48289 4.83660 -3.29412
H 3.86516 2.76606 1.26836
H 2.40540 3.62368 0.84933
H 3.93920 4.01000 -0.10068
O -2.81737 0.66786 0.68157
S -4.06494 1.36004 0.56108
O -4.10533 2.79433 0.56243
O -4.72409 0.89163 -0.81909
C -5.92745 1.56075 -1.28805
C -6.76529 0.56843 -2.07844
C -5.24227 0.71864 1.77891
H -5.56978 2.33078 -1.96790
H -6.47844 1.98342 -0.44932
H -6.67851 -0.46454 -1.74286
H -6.25847 0.47422 -3.04816
H -7.77029 0.93635 -2.24910
H -6.13079 1.33918 1.73327
H -4.74855 0.94790 2.72517
H -5.32271 -0.35270 1.63678
O -1.96465 -1.18479 -1.16660
S -2.90550 -1.93937 -1.93925
O -3.33903 -1.47047 -3.22075
O -2.20216 -3.37522 -2.11794
C -2.56560 -4.20686 -3.27523
C -1.39600 -5.13244 -3.49890
C -4.34584 -2.41491 -1.01466
H -2.66347 -3.48565 -4.08657
H -3.52396 -4.71272 -3.16213
H -1.23068 -5.73280 -2.60308
H -0.48371 -4.57690 -3.70558
H -1.61609 -5.77721 -4.34951
H -5.06629 -2.84186 -1.72073
H -4.87135 -1.53114 -0.66426
H -4.14300 -3.19016 -0.28603
O -0.67807 2.50130 -0.37446
S -1.02919 3.89692 -0.38521
O -1.61061 4.54337 0.75461
O 0.34582 4.61840 -0.74158
C 0.30910 6.07126 -0.83059
C 1.70073 6.62077 -0.65321
C -2.05962 4.19664 -1.81949
H -0.35532 6.46915 -0.06378
H -0.12523 6.33788 -1.79637
H 1.97980 6.63669 0.40267
H 1.73086 7.64384 -1.02352
H 2.48482 6.03188 -1.13111
H -2.95294 3.59682 -1.64632
H -1.58328 3.81657 -2.72236
H -2.32877 5.24474 -1.90970
O 2.18747 -0.97533 4.25089
S 2.59060 -0.67549 2.90634
O 1.56065 -0.63054 1.90829
O 3.39357 0.70178 2.90810
C 4.26999 0.96725 4.07388
C 3.68991 2.11165 4.85134
C 3.88049 -1.78496 2.38156
H 5.22475 1.21015 3.61063
H 4.40169 0.05621 4.65181
H 4.05405 2.06290 5.88338
H 2.61095 2.05909 5.00533
H 3.87133 3.09923 4.43397
H 4.47129 -1.31746 1.59726
H 3.48620 -2.70777 1.96363
H 4.48033 -1.99163 3.26570
O -0.95372 -1.70637 1.59225
S -1.98523 -2.62716 2.01875
O -3.35688 -2.22149 1.91832
O -1.75570 -3.98246 1.23003
C -2.71006 -5.04097 1.48849
C -2.00935 -6.28060 1.96630
C -1.55511 -3.08206 3.66222
H -3.17529 -5.28565 0.52695
H -3.55643 -4.75145 2.10912
H -2.68202 -7.11014 2.18006
H -1.48266 -6.08674 2.91217
H -1.19919 -6.68546 1.35722
H -0.50711 -3.38096 3.61416
H -2.19499 -3.86968 4.04880
H -1.56377 -2.21014 4.31525
O 0.68561 2.57624 3.88724
S -0.51673 1.91792 3.48054
O -0.61599 1.41222 2.13934
O -0.83976 0.70959 4.45445
C -0.39758 0.81518 5.84958
C -0.30953 -0.56273 6.45046
C -1.89006 3.01265 3.78189
H -1.17720 1.41277 6.33401
H 0.52133 1.38959 5.92501
H 0.43202 -1.11866 5.87200
H -1.22202 -1.14811 6.32263
H -0.08940 -0.45084 7.50821
H -1.92124 3.30427 4.82832
H -2.83423 2.50138 3.59025
H -1.79562 3.82780 3.06574
O 0.00423 0.38171 -2.11290
S 0.50520 0.37092 -3.45556
O 0.33571 1.56881 -4.22638
O 2.03948 -0.11733 -3.41300
C 2.83085 0.21222 -4.57332
C 4.26732 -0.20318 -4.27959
C -0.20955 -1.00121 -4.37335
H 2.81978 1.28141 -4.77081
H 2.45149 -0.29424 -5.46317
H 4.35459 -1.11177 -3.68865
H 4.70667 0.57356 -3.65047
H 4.85594 -0.25833 -5.19225
H 0.24840 -0.96755 -5.35647
H -1.29229 -0.91313 -4.37316
H 0.06362 -1.90097 -3.81929
*
```

Results
gap between HOMO and LUMO: 10.64 eV
energy relative to the best compared isomer or geometry (same formula, charge and spin): 42.7 kJ/mol
total energy: -6839.963179 hartree
F_max: 2.0 eV/Å
HOMO: -15.018 eV

Mulliken atomic charge list, values in e, 8 entries: atom 1 (Hg): 7.631, atom 2 (O): -1.435, atom 3 (S): 1.083, atom 4 (O): -0.936, atom 5 (O): -0.104, atom 6 (C): -0.161, atom 7 (C): -1.046, atom 8 (C): -0.999

***

Entry 2:
ORCA calculation (wB97M-V/def2-TZVPD) on C31H49BN7O2PSTa as an isolated structure.

Structure (ORCA input):
```
! RIJCOSX wB97M-V def2-TZVPD def2/J DEFGRID3
* xyz 3 1
Ta -0.26100 0.11555 1.60646
N -0.63710 1.05814 5.65109
C 0.58564 0.47420 5.97276
C 1.23783 0.31148 7.19010
C 2.45891 -0.32394 7.13717
C 3.00671 -0.77878 5.92242
C 2.35321 -0.61473 4.72102
C 1.11764 0.02776 4.76359
N 0.21020 0.33657 3.74061
C -0.82403 0.96506 4.34022
C -1.96153 1.48377 3.57746
C -3.09475 2.11957 3.95816
S -4.05533 2.50288 2.59178
C -2.91258 1.83805 1.55996
N -1.86501 1.33293 2.19263
H -1.27079 1.48320 6.31388
H 0.81763 0.66137 8.12285
H 3.01497 -0.47785 8.05141
H 3.96950 -1.27048 5.93780
H 2.79097 -0.96826 3.79623
H -3.42602 2.37896 4.95200
H -3.01697 1.80838 0.48353
N 0.15887 0.58007 -0.05872
P 0.81206 0.88336 -1.58143
N 1.60581 2.29543 -1.43334
C 0.94010 3.42779 -0.74937
C 1.88770 4.62925 -0.67004
C 3.32031 4.14012 -0.50276
C 3.77398 3.43206 -1.78319
C 2.59871 2.72087 -2.45965
N -0.46648 0.81818 -2.56987
C -1.88221 0.62624 -2.24406
C -2.65579 1.92449 -2.41662
C -2.47036 2.47452 -3.83150
C -0.99172 2.61194 -4.18446
C -0.25668 1.29901 -3.96079
N 1.88729 -0.24022 -1.99706
C 3.19380 -0.32545 -1.29599
C 4.14414 -1.20669 -2.08908
C 3.62500 -2.64645 -2.18463
C 2.09093 -2.68404 -2.18966
C 1.52027 -1.42610 -2.82031
H 0.68406 3.10521 0.26381
H 0.01106 3.69773 -1.26474
H 1.57880 5.25929 0.16393
H 1.80181 5.24457 -1.56797
H 3.36652 3.45168 0.34756
H 3.99152 4.96417 -0.26771
H 4.58275 2.73236 -1.57045
H 4.17346 4.16057 -2.49047
H 2.93013 1.84417 -3.01308
H 2.10157 3.38166 -3.17452
H -1.98064 0.19688 -1.24575
H -2.27670 -0.12482 -2.93846
H -2.29392 2.66809 -1.69216
H -3.71529 1.74564 -2.21830
H -2.97512 3.43440 -3.93506
H -2.95268 1.79315 -4.53880
H -0.52896 3.38763 -3.56442
H -0.87298 2.92704 -5.22157
H 0.81271 1.39543 -4.15807
H -0.63263 0.52274 -4.63331
H 3.04278 -0.74918 -0.29268
H 3.59863 0.67644 -1.16841
H 5.12751 -1.17559 -1.62076
H 4.26672 -0.77085 -3.08371
H 4.00474 -3.24245 -1.35413
H 4.01405 -3.10632 -3.09283
H 1.68868 -2.77425 -1.17562
H 1.72776 -3.55540 -2.73474
H 0.43628 -1.47633 -2.89396
H 1.91648 -1.28779 -3.82917
C -1.87734 -4.45668 -1.11663
C -1.98569 -3.86356 0.27328
C -1.79736 -4.93972 1.32587
O -0.83747 -2.92830 0.43177
B -1.33069 -1.80871 0.96820
O -2.67157 -1.70314 1.11196
C -3.25196 -2.94245 0.49692
C -3.93497 -2.48943 -0.77910
C -4.27127 -3.48598 1.47609
H -0.95090 -5.02404 -1.19108
H -1.87973 -3.69258 -1.89170
H -2.70465 -5.14164 -1.30317
H -0.85654 -5.45591 1.14168
H -2.60093 -5.67351 1.27736
H -1.76884 -4.52571 2.33364
H -3.23838 -2.01851 -1.47417
H -4.71950 -1.77588 -0.52947
H -4.40102 -3.33385 -1.28534
H -3.83561 -3.71047 2.44682
H -4.72017 -4.39813 1.08230
H -5.06840 -2.75584 1.60971
*
```

Results
gap between HOMO and LUMO: 6.27 eV
energy relative to the best compared isomer or geometry (same formula, charge and spin): 73.8 kJ/mol
total energy: -2565.129071 hartree
F_max: 0.7 eV/Å
HOMO: -16.589 eV

Mulliken atomic charge list, values in e, 8 entries: atom 1 (Ta): 0.662, atom 2 (N): 0.035, atom 3 (C): 0.853, atom 4 (C): -1.081, atom 5 (C): -0.522, atom 6 (C): -0.703, atom 7 (C): -1.003, atom 8 (C): 0.750

***

Entry 3:
ORCA calculation (wB97M-V/def2-TZVPD) on an isolated ion of composition C5H11N4 and charge +1.

Structure (ORCA input):
```
! RIJCOSX wB97M-V def2-TZVPD def2/J DEFGRID3
* xyz 1 1
C -2.00732 0.28070 0.01183
C -2.93728 -0.84397 0.23723
C 2.08580 1.49152 0.71157
C -0.15775 -1.18774 -0.46341
C 1.38644 1.39495 -0.65428
N -2.32304 1.55197 0.09428
N -1.69892 2.50766 -0.05109
N -0.67018 0.15686 -0.31768
N -0.00154 1.21529 -0.47176
H -2.56129 -1.53735 0.98876
H -3.88881 -0.45202 0.58730
H -3.12049 -1.40257 -0.68150
H 2.03583 0.54366 1.24555
H 1.62810 2.26921 1.31624
H 3.12527 1.75165 0.54587
H -0.26830 -1.73199 0.47359
H -0.70716 -1.72275 -1.23873
H 0.89640 -1.15239 -0.73123
H 1.83887 0.60072 -1.26044
H 1.49614 2.34767 -1.17853
*
```

Results
gap between HOMO and LUMO: 8.52 eV
energy relative to the best compared isomer or geometry (same formula, charge and spin): 410.0 kJ/mol
total energy: -415.767052 hartree
F_max: 2.4 eV/Å
HOMO: -13.450 eV

Mulliken atomic charge list, values in e, 8 entries: atom 1 (C): 0.821, atom 2 (C): -1.297, atom 3 (C): -1.001, atom 4 (C): -0.954, atom 5 (C): -0.416, atom 6 (N): 0.387, atom 7 (N): -0.468, atom 8 (N): 0.780

***

Entry 4:
ORCA calculation (wB97M-V/def2-TZVPD) on an isolated molecule of C2H3N3OS.

Structure (ORCA input):
```
! RIJCOSX wB97M-V def2-TZVPD def2/J DEFGRID3
* xyz 0 1
C 0.71407 -1.14709 -0.68059
C -1.29922 0.05631 -0.02397
N 1.10312 -2.01309 -1.32169
N 0.16661 -0.06770 -0.02623
N 1.02353 0.75858 0.65604
O 0.56434 1.72323 1.25725
S 2.58745 0.30479 0.38233
H -1.58386 0.57994 -1.01078
H -1.69644 -0.94879 -0.02907
H -1.57961 0.75382 0.79672
*
```

Results
gap between HOMO and LUMO: 8.38 eV
energy relative to the best compared isomer or geometry (same formula, charge and spin): 376.3 kJ/mol
total energy: -715.552906 hartree
F_max: 2.6 eV/Å
SMILES string: CN(C#N)[N+]([O-])=S
HOMO: -9.529 eV

Mulliken atomic charge list, values in e, 8 entries: atom 1 (C): 0.406, atom 2 (C): -0.751, atom 3 (N): -0.388, atom 4 (N): -0.068, atom 5 (N): 0.732, atom 6 (O): -0.602, atom 7 (S): -0.212, atom 8 (H): 0.285

***

Entry 5:
ORCA calculation (wB97M-V/def2-TZVPD) on a 3-piece molecular cluster, C4H13N2O2 overall.

Structure (ORCA input):
```
! RIJCOSX wB97M-V def2-TZVPD def2/J DEFGRID3
* xyz 1 1
O -0.30163 0.78046 0.41172
C 0.20706 -0.08277 1.21473
C 0.59823 -1.39133 0.92439
C 0.16652 -2.08372 -0.35458
C 0.62230 -1.37210 -1.62731
N 2.08111 -1.30261 -1.65693
N -3.48151 2.75856 2.03298
H 0.44597 0.21095 2.25840
H 1.16128 -1.92055 1.67655
H 0.64578 -3.09102 -0.26321
H -0.91887 -2.20075 -0.37785
H 0.28046 -1.88948 -2.51195
H 0.17398 -0.36752 -1.65615
H 2.44955 -1.23491 -2.62948
H 2.43397 -0.53495 -1.14273
H -3.19760 2.18409 1.24305
H -4.10059 3.52759 1.74705
H -3.95902 2.16074 2.77069
H 0.90388 1.58319 -0.38621
H 2.03761 2.59753 -0.83079
O 1.75151 1.66861 -0.84238
*
```

Results
gap between HOMO and LUMO: 3.15 eV
energy relative to the best compared isomer or geometry (same formula, charge and spin): 661.1 kJ/mol
total energy: -419.773615 hartree
F_max: 5.9 eV/Å
HOMO: -12.203 eV

Mulliken atomic charge list, values in e, 8 entries: atom 1 (O): -0.468, atom 2 (C): -0.053, atom 3 (C): 0.096, atom 4 (C): -0.459, atom 5 (C): -0.454, atom 6 (N): -0.474, atom 7 (N): -0.647, atom 8 (H): 0.365

***

Entry 6:
ORCA calculation (wB97M-V/def2-TZVPD) on C27H25N8OReSe as an isolated structure.

Structure (ORCA input):
```
! RIJCOSX wB97M-V def2-TZVPD def2/J DEFGRID3
* xyz 3 2
Re -0.00382 0.55184 0.38636
O -1.94817 -2.93637 0.79669
C -1.59865 -1.81472 0.95737
N -0.76724 -1.09688 0.00849
C -0.81814 -1.57990 -1.37563
C -0.93950 -0.36067 -2.24837
C -1.26924 -0.39620 -3.59006
C -1.40712 0.80041 -4.27344
C -1.20105 2.00291 -3.60153
C -0.84777 1.96697 -2.27338
N -0.71611 0.80430 -1.60292
C -2.02999 -0.87091 2.02355
C -2.91258 -1.18858 3.02816
C -3.31216 -0.16474 3.88537
C -2.81006 1.11355 3.69491
C -1.90575 1.34659 2.66944
N -1.52306 0.36602 1.84772
H -1.65705 -2.26642 -1.50308
H 0.09377 -2.14050 -1.60354
H -1.43833 -1.34480 -4.08092
H -1.68651 0.80116 -5.31863
H -1.31829 2.95370 -4.10117
H -0.67145 2.87526 -1.71165
H -3.28704 -2.19990 3.11322
H -4.01838 -0.36209 4.68039
H -3.11676 1.93343 4.32838
H -1.48499 2.33008 2.49469
N 6.22395 8.73896 -2.77920
C 5.70997 7.74589 -2.52673
C 5.06704 6.50300 -2.20994
C 4.92460 5.52667 -3.19395
C 4.29737 4.32949 -2.89264
C 3.83438 4.12823 -1.60176
C 3.97579 5.08315 -0.60702
C 4.59090 6.28283 -0.91946
N 3.18103 2.88069 -1.28828
C 3.58144 1.63092 -1.69907
C 2.69897 0.74728 -1.17071
N 1.74402 1.44805 -0.45433
C 2.07952 2.73685 -0.54840
H 5.29433 5.71221 -4.19244
H 4.15924 3.58245 -3.66191
H 3.63831 4.89526 0.40371
H 4.71775 7.04697 -0.16588
H 4.45736 1.48713 -2.30669
H 2.67711 -0.32579 -1.25755
H 1.53475 3.57324 -0.14039
C 4.84471 0.02255 1.68738
N 4.11946 0.89167 2.61246
C 4.74106 1.80016 3.43414
C 3.78158 2.36850 4.19978
N 2.58494 1.79994 3.83814
C 1.32358 2.10364 4.51077
C 2.79984 0.90626 2.85585
Se 1.51316 -0.32949 2.19362
H 5.73364 -0.34710 2.19171
H 5.12861 0.58676 0.80263
H 4.20837 -0.81514 1.41736
H 5.80631 1.94691 3.41602
H 3.84870 3.10706 4.97935
H 1.44661 1.93711 5.57892
H 0.55599 1.43551 4.13064
H 1.05720 3.14277 4.32654
*
```

Results
gap between HOMO and LUMO (spin up / spin down): 5.40 / 5.66 eV
energy relative to the best compared isomer or geometry (same formula, charge and spin): 71.2 kJ/mol
total energy: -4035.971285 hartree
F_max: 0.5 eV/Å
HOMO (spin up / spin down): -16.401 / -16.400 eV

Mulliken atomic charge list, values in e, 8 entries: atom 1 (Re): 0.387, atom 2 (O): -0.452, atom 3 (C): -0.173, atom 4 (N): 0.075, atom 5 (C): -0.969, atom 6 (C): 0.684, atom 7 (C): -1.003, atom 8 (C): -0.228

***

Entry 7:
ORCA calculation (wB97M-V/def2-TZVPD) on a 2-piece molecular cluster, C3H9N6O2 overall.

Structure (ORCA input):
```
! RIJCOSX wB97M-V def2-TZVPD def2/J DEFGRID3
* xyz 1 1
C 0.20214 -1.18112 0.39714
C -0.56365 0.37225 -1.56656
C 1.60291 1.37626 2.56672
N 0.05173 -1.32041 1.63095
N 1.20997 -1.55966 -0.40228
N 0.55304 1.11032 -1.56480
N -0.88256 -0.41972 -0.57521
N -1.50035 0.84327 -2.49237
N -0.80354 -0.59212 2.35810
O 1.87342 0.99942 1.50865
O 1.26134 1.70082 3.61404
H 2.01399 -2.07917 0.09524
H 0.99630 -1.69605 -1.39074
H 1.30041 0.92641 -0.92871
H 0.72480 1.77350 -2.21983
H -0.99680 1.30579 -3.27022
H -2.37431 0.51664 -2.50189
H -1.71774 -0.26828 1.92019
H -1.77067 -0.81250 -0.42188
H -1.18044 -0.99563 3.24345
*
```

Results
gap between HOMO and LUMO: 8.89 eV
energy relative to the best compared isomer or geometry (same formula, charge and spin): 66.3 kJ/mol
total energy: -598.491482 hartree
F_max: 6.7 eV/Å
HOMO: -12.055 eV

Mulliken atomic charge list, values in e, 8 entries: atom 1 (C): 0.480, atom 2 (C): 0.660, atom 3 (C): 0.714, atom 4 (N): -0.336, atom 5 (N): -0.408, atom 6 (N): -0.278, atom 7 (N): -0.252, atom 8 (N): -0.392

***

Entry 8:
ORCA calculation (wB97M-V/def2-TZVPD) on a 2-piece molecular cluster, C4H8N2O overall.

Structure (ORCA input):
```
! RIJCOSX wB97M-V def2-TZVPD def2/J DEFGRID3
* xyz 0 1
C 2.02987 -0.11323 -0.43251
N 0.92747 -0.09291 0.26788
C -0.22473 0.61044 0.12449
C -1.24402 0.42887 1.21591
O -1.22492 -0.91686 1.68419
C -0.30717 1.56302 -0.90373
N -0.34287 2.34004 -1.77197
H 2.13707 0.57618 -1.25959
H 2.80565 -0.81301 -0.15906
H -0.04544 -1.78282 -2.02415
H 0.83771 -0.76733 1.03055
H -0.52653 -1.31839 -1.69201
H -2.23436 0.72568 0.84902
H -1.03069 1.03066 2.10814
H -1.55703 -1.47035 0.96284
*
```

Results
gap between HOMO and LUMO (spin up / spin down): 8.01 / 8.00 eV
energy relative to the best compared isomer or geometry (same formula, charge and spin): 397.1 kJ/mol
total energy: -341.852400 hartree
F_max: 1.0 eV/Å
HOMO (spin up / spin down): -7.656 / -7.656 eV

Mulliken atomic charge list, values in e, 8 entries: atom 1 (C): -0.442, atom 2 (N): -0.002, atom 3 (C): 0.244, atom 4 (C): -0.486, atom 5 (O): -0.564, atom 6 (C): 0.086, atom 7 (N): -0.497, atom 8 (H): 0.278